[1]
83
Properties=species:S:1:pos:R:3:forces:R:3:mulliken_charge:R:1 method="wB97M-V/def2-TZVPD" s2=6.052 homo_energy_ha="-0.2840 / -0.2978" multiplicity=5 e_above_lowest_ev=0.876
Pt 0.693 -0.716 -1.286 0.41 0.18 0.12 2.2403
C 3.858 -1.246 -1.510 -0.04 0.04 -0.01 -1.4580
N 3.105 -0.534 -0.463 0.02 0.06 -0.01 0.5967
C 3.469 -1.148 0.833 0.05 0.03 0.02 -1.5370
C 3.032 -0.410 2.084 0.04 0.01 -0.01 -1.0717
N 1.589 -0.348 2.192 -0.01 -0.06 -0.13 1.8659
C 0.765 -2.268 3.292 -0.06 0.06 -0.04 -0.1378
C 0.584 -2.015 4.622 -0.06 -0.03 0.04 0.3687
F 1.510 -1.354 5.340 0.03 -0.02 0.03 -0.4279
C -0.571 -2.446 5.256 -0.01 -0.05 -0.06 0.4764
F -0.763 -2.241 6.561 0.00 0.00 0.00 -0.3154
C -1.540 -3.108 4.514 0.06 0.01 -0.04 0.6138
F -2.651 -3.539 5.113 0.01 0.01 0.00 -0.3144
C -1.358 -3.336 3.157 0.05 0.02 0.08 -0.0377
F -2.301 -3.980 2.466 0.01 0.01 0.00 -0.3376
C -0.194 -2.894 2.544 -0.10 -0.05 0.12 0.0930
F -0.034 -3.112 1.236 0.05 0.00 -0.11 -0.0651
C 3.420 0.899 -0.555 0.01 -0.07 -0.01 -1.4869
C 2.243 1.816 -0.252 0.01 0.02 0.01 -0.1553
N 1.118 1.460 -1.103 -0.14 -0.21 0.08 -0.2970
C 0.215 2.407 -1.404 0.04 -0.07 -0.28 0.0403
C -0.081 3.549 -0.622 -0.08 0.13 0.15 0.9866
F 0.531 3.741 0.545 -0.08 -0.01 -0.09 -0.4101
C -1.080 4.427 -0.974 0.04 -0.03 0.03 0.2661
F -1.392 5.439 -0.174 0.01 0.00 -0.01 -0.3110
C -1.781 4.248 -2.160 -0.03 0.02 -0.01 0.5771
F -2.719 5.113 -2.508 0.06 -0.06 0.02 -0.2950
C -1.477 3.179 -2.998 0.03 -0.01 0.04 0.4066
F -2.079 3.081 -4.174 0.00 -0.01 -0.01 -0.3695
C -0.516 2.275 -2.615 -0.08 0.02 -0.13 -0.1330
F -0.178 1.313 -3.465 -0.03 0.06 0.07 -0.4846
H 4.929 -1.021 -1.432 0.01 -0.03 -0.01 0.4045
H 3.719 -2.319 -1.416 0.00 0.08 0.01 0.4327
H 3.498 -0.943 -2.492 0.01 0.01 -0.01 0.3451
H 3.049 -2.156 0.843 -0.02 0.00 0.01 0.3124
H 4.564 -1.243 0.884 -0.02 0.00 0.00 0.4692
H 3.458 -0.943 2.939 -0.01 0.01 -0.02 0.6228
H 3.459 0.600 2.107 -0.02 -0.01 0.00 0.4550
H 4.269 1.162 0.089 -0.03 0.01 -0.01 0.3827
H 3.734 1.100 -1.580 -0.03 0.00 -0.01 0.5386
H 1.937 1.780 0.798 0.04 -0.09 -0.04 -0.0908
H 2.553 2.845 -0.456 0.00 -0.05 0.07 0.7244
C -2.544 -0.341 -2.015 -0.01 -0.05 0.11 -1.2886
N -1.342 -1.159 -2.087 -0.07 0.00 -0.21 0.1482
C -1.448 -2.381 -2.457 0.15 -0.06 0.00 0.2660
C -0.333 -3.262 -2.311 -0.18 0.10 0.10 -0.3086
C -0.252 -4.639 -2.425 0.14 0.00 0.02 -0.9542
C 0.972 -5.005 -1.838 -0.07 0.02 -0.09 -1.0712
C 1.561 -3.834 -1.392 0.07 0.08 0.05 -0.4145
N 0.788 -2.762 -1.683 -0.20 -0.09 -0.04 0.2618
C -3.137 0.079 -3.340 -0.02 0.05 -0.01 0.9166
C -4.328 0.803 -3.311 0.01 0.04 -0.01 -0.6145
C -4.928 1.229 -4.483 0.01 -0.01 -0.02 -0.5875
C -4.344 0.935 -5.709 0.00 0.00 0.00 -0.5111
C -3.162 0.214 -5.746 -0.03 0.01 -0.02 -0.7995
C -2.562 -0.213 -4.567 0.06 -0.03 -0.02 -0.2276
H -2.317 0.530 -1.400 -0.01 0.02 0.01 -0.1766
H -3.304 -0.893 -1.452 0.00 0.02 -0.01 0.8871
H -2.398 -2.775 -2.821 -0.01 -0.01 0.06 0.4339
H -0.993 -5.287 -2.863 -0.03 -0.03 0.00 0.4890
H 1.380 -5.997 -1.737 0.00 -0.03 0.00 0.4390
H 2.490 -3.739 -0.853 -0.03 0.01 0.00 0.4026
H -4.785 1.033 -2.356 -0.01 0.00 0.03 0.4292
H -5.852 1.789 -4.442 -0.03 0.02 0.00 0.4002
H -4.811 1.264 -6.628 0.00 0.01 -0.01 0.4065
H -2.699 -0.019 -6.696 0.00 0.00 -0.01 0.3902
H -1.633 -0.767 -4.612 -0.01 0.00 0.01 0.3814
O -1.827 1.515 0.692 0.02 0.07 -0.04 -0.7891
C -0.937 0.796 1.136 -0.02 0.13 -0.27 -0.0710
O -0.486 -0.262 0.555 0.19 -0.22 0.42 -0.8733
C -0.271 1.202 2.439 0.05 0.01 0.12 -0.1100
C -0.875 2.218 3.171 -0.01 -0.02 0.02 -0.5545
C -0.281 2.768 4.293 -0.01 -0.06 -0.05 -0.8704
C 0.966 2.290 4.646 0.04 0.02 0.05 -0.7154
C 1.611 1.279 3.967 -0.11 0.05 -0.01 -0.3781
C 0.979 0.704 2.864 -0.09 0.05 -0.04 0.4912
N 1.653 2.884 5.812 -0.04 -0.05 -0.06 1.0165
O 2.815 2.580 5.992 0.04 0.01 0.05 -0.6195
O 1.015 3.642 6.510 0.02 0.04 0.04 -0.6314
H -1.827 2.586 2.814 -0.01 0.02 -0.01 0.5957
H -0.749 3.552 4.867 0.00 0.01 0.01 0.5484
H 2.567 0.931 4.323 0.01 -0.01 -0.02 0.6665
H 1.048 -0.600 1.363 0.03 -0.04 0.04 -0.4864

***

[2]
75
Properties=species:S:1:pos:R:3:forces:R:3:mulliken_charge:R:1 method="wB97M-V/def2-TZVPD" homo_energy_ha=-0.3952 charge=+1 e_above_lowest_ev=0.000
Na 0.569 -0.405 1.050 0.77 0.31 0.08 1.4472
Br 1.627 -0.394 7.880 -0.07 -0.03 -0.36 -0.1368
C 1.313 -0.464 6.014 -0.06 0.00 0.01 -0.0771
C 0.017 -0.443 5.516 0.22 -0.03 0.14 -1.0098
C -0.140 -0.503 4.141 -0.15 0.02 0.32 -0.1788
N 0.868 -0.550 3.293 0.25 0.03 0.18 0.0811
C 2.114 -0.564 3.767 -0.35 -0.02 0.68 0.6400
C 2.384 -0.542 5.135 -0.14 0.02 -0.06 -1.0648
C 3.170 -0.629 2.743 0.65 0.01 -0.15 0.7416
C 4.507 -0.374 3.036 0.00 -0.06 -0.16 -0.7919
C 5.437 -0.466 2.011 0.00 0.02 -0.03 -0.1151
Br 7.261 -0.089 2.352 -0.34 -0.10 -0.07 -0.1305
C 5.016 -0.822 0.737 0.17 0.07 0.18 -0.9816
C 3.662 -1.043 0.551 0.27 -0.08 -0.23 -0.3497
N 2.761 -0.943 1.511 0.10 -0.11 0.08 0.0637
H -0.834 -0.391 6.173 -0.10 0.00 0.07 0.4842
H -1.123 -0.515 3.694 -0.19 0.06 0.06 0.3818
H 3.387 -0.599 5.524 0.10 0.03 -0.01 0.4414
H 4.829 -0.101 4.028 -0.01 0.05 0.07 0.4195
H 5.716 -0.918 -0.076 0.05 -0.01 -0.10 0.4942
H 3.273 -1.322 -0.422 0.12 0.01 -0.08 0.7232
N -0.039 -3.698 0.834 0.20 -0.06 -0.07 -0.2362
C -1.204 -3.047 0.917 -0.50 0.13 0.09 0.1622
N -2.315 -3.767 0.987 -0.05 -0.43 -0.04 -0.8564
C -3.444 -3.070 1.109 0.57 0.30 -0.03 0.1920
N -4.592 -3.745 1.168 -0.14 -0.17 0.00 -0.3252
N -3.498 -1.726 1.183 -0.36 0.19 0.00 -0.8125
C -2.337 -1.106 1.089 -0.15 -0.92 -0.03 0.2457
N -1.159 -1.703 0.939 -0.41 -0.31 0.08 0.8351
C -2.348 0.364 1.186 -0.48 0.64 0.08 0.3586
C -3.561 1.044 1.234 0.17 -0.01 0.05 -0.9369
C -3.546 2.423 1.348 0.21 -0.04 0.08 -0.6353
C -2.322 3.069 1.420 -0.10 -0.12 0.04 -0.9817
C -1.170 2.302 1.360 0.10 0.36 0.17 -0.5893
N -1.170 0.985 1.240 -0.36 0.11 0.09 0.3669
H -0.040 -4.702 0.815 0.07 0.02 -0.01 0.2683
H 0.814 -3.171 0.775 0.07 -0.15 0.00 0.1101
H -4.566 -4.750 1.149 -0.03 0.03 0.00 0.2611
H -5.457 -3.257 1.301 -0.03 0.04 0.00 0.2398
H -4.477 0.482 1.177 -0.09 -0.04 0.00 0.5579
H -4.470 2.981 1.382 -0.07 0.05 0.00 0.4860
H -2.261 4.140 1.516 0.05 0.14 0.02 0.5011
H -0.192 2.764 1.408 0.05 0.14 0.00 0.5431
C 0.671 -1.239 -6.383 0.00 0.02 -0.04 -0.5003
C -0.049 -2.059 -5.529 -0.04 -0.03 -0.05 -0.8042
C -0.029 -1.821 -4.167 -0.04 -0.04 0.36 -0.3441
C 0.692 -0.749 -3.647 0.10 -0.23 0.10 0.7329
C 1.435 0.051 -4.506 0.08 0.16 0.34 -0.1820
C 1.422 -0.196 -5.869 -0.01 -0.01 -0.09 -0.7321
As 0.532 -0.453 -1.705 0.09 0.03 -1.19 0.5853
C 1.183 1.365 -1.609 -0.01 0.35 0.09 0.1416
C 2.498 1.782 -1.501 0.15 -0.29 0.01 -0.5311
C 2.796 3.133 -1.434 0.12 0.02 0.03 -0.8658
C 1.775 4.070 -1.443 0.03 0.10 -0.01 -0.8397
C 0.454 3.668 -1.539 -0.09 -0.10 -0.02 -0.5034
C 0.149 2.315 -1.641 0.35 -0.02 0.02 0.6524
C -1.188 1.745 -1.793 -0.34 -0.36 -0.17 0.3072
C -2.371 2.462 -1.913 0.12 -0.01 -0.04 -0.5346
C -3.574 1.793 -2.054 -0.08 -0.03 -0.12 -0.9739
C -3.607 0.407 -2.078 -0.02 -0.07 -0.09 -0.6865
C -2.429 -0.319 -1.974 0.08 -0.26 -0.05 -0.7734
C -1.224 0.343 -1.836 -0.34 0.30 0.06 0.6052
H 0.644 -1.411 -7.448 0.03 -0.04 -0.09 0.3884
H -0.628 -2.879 -5.927 -0.04 -0.07 -0.01 0.4044
H -0.584 -2.468 -3.490 0.01 0.03 -0.16 0.3235
H 2.022 0.874 -4.114 -0.06 0.01 -0.04 0.3419
H 1.994 0.436 -6.534 0.04 0.05 -0.02 0.4073
H 3.301 1.051 -1.489 0.00 0.07 0.01 0.5318
H 3.826 3.453 -1.376 0.08 0.05 0.02 0.4781
H 2.013 5.122 -1.388 0.01 0.07 0.02 0.4474
H -0.334 4.408 -1.545 -0.04 0.04 -0.03 0.4329
H -2.357 3.542 -1.912 -0.01 0.10 0.03 0.4172
H -4.491 2.354 -2.164 -0.04 0.02 0.04 0.4664
H -4.550 -0.108 -2.180 -0.08 -0.05 -0.03 0.4523
H -2.450 -1.405 -2.003 -0.08 0.08 0.01 0.3190

***

[3]
78
Properties=species:S:1:pos:R:3:forces:R:3:mulliken_charge:R:1 method="wB97M-V/def2-TZVPD" homo_energy_ha=-0.0907 charge=-2 e_above_lowest_ev=1.413
Rb 1.034 1.394 0.433 1.17 -0.71 0.41 0.7051
C 3.333 -0.114 4.087 -0.05 0.02 -0.08 -1.4366
C 3.755 0.586 2.814 0.00 -0.02 0.06 0.7771
C 3.774 1.978 2.737 0.00 -0.03 -0.05 -0.4940
C 4.136 2.632 1.561 0.07 0.14 -0.04 0.8363
C 4.141 4.145 1.481 -0.10 -0.14 -0.02 -1.7012
C 4.493 1.868 0.451 0.01 0.00 0.08 -0.5678
C 4.486 0.475 0.498 0.06 0.01 -0.02 0.9399
C 4.866 -0.342 -0.717 -0.11 0.01 0.06 -1.6697
C 4.114 -0.149 1.686 -0.04 -0.04 0.05 -0.1509
H 2.727 0.548 4.715 0.11 -0.08 -0.11 0.2367
H 4.208 -0.429 4.668 -0.05 0.03 -0.05 0.3780
H 2.726 -0.992 3.850 0.09 0.16 0.00 0.1919
H 3.474 2.568 3.601 -0.02 -0.07 -0.09 0.2093
H 5.154 4.541 1.590 0.00 -0.02 0.00 0.3559
H 3.523 4.583 2.269 0.04 -0.06 -0.05 0.3422
H 3.751 4.490 0.519 0.02 -0.06 0.08 0.3671
H 4.761 2.369 -0.474 -0.07 -0.01 0.00 0.2785
H 5.934 -0.582 -0.709 -0.03 0.02 0.01 0.3966
H 4.653 0.205 -1.641 0.01 -0.04 0.13 0.3355
H 4.306 -1.281 -0.741 0.06 0.13 0.03 0.2912
H 4.058 -1.236 1.722 -0.05 0.15 -0.01 0.1457
O -4.763 3.028 -3.994 -0.14 -1.00 0.19 -0.7667
C -4.659 1.833 -3.606 -0.50 0.18 -0.38 0.3885
O -5.412 0.836 -3.792 0.39 0.86 0.05 -0.7253
C -3.406 1.532 -2.775 0.11 -0.06 0.07 0.2850
C -3.314 0.365 -2.030 0.09 -0.24 0.10 -0.7278
C -2.147 0.095 -1.331 0.09 0.26 -0.15 -0.5006
N -1.091 0.919 -1.322 -0.42 -0.05 -0.21 0.4440
C -1.200 2.076 -1.992 0.27 -0.20 0.10 0.3595
C -2.331 2.406 -2.733 0.09 0.17 0.03 -0.6587
C -0.032 3.065 -1.813 0.17 0.64 -0.44 0.0598
O -0.374 4.244 -1.495 -0.07 -0.54 -0.13 -0.7592
O 1.140 2.653 -1.948 -0.40 -0.04 -0.16 -0.7831
H -4.160 -0.315 -2.023 0.10 0.06 0.01 0.7365
H -2.034 -0.819 -0.754 -0.01 -0.01 0.02 0.2259
H -2.395 3.346 -3.263 0.00 0.00 0.04 0.5232
Br -3.856 -3.081 -6.298 0.02 -0.01 0.02 -0.2112
C -3.403 -3.772 -4.587 0.00 -0.03 0.08 -0.2371
C -3.598 -3.000 -3.456 0.07 0.05 0.36 -0.2380
C -3.262 -3.528 -2.205 -0.07 0.25 0.02 0.2356
C -2.766 -4.825 -2.078 0.52 -0.03 0.25 -0.2601
C -2.588 -5.576 -3.237 0.10 -0.12 -0.24 -0.0817
C -2.888 -5.053 -4.488 0.07 -0.15 0.18 -0.4824
N -2.612 -5.509 -0.827 0.23 1.00 0.59 -1.0192
N -2.065 -5.042 0.225 0.41 -0.12 -0.78 -0.1872
C -1.151 -3.983 0.452 -0.41 -0.16 -0.32 0.1066
C -1.130 -3.666 1.824 -0.08 -0.07 -0.05 0.0767
C -0.406 -2.652 2.396 0.01 -0.01 -0.14 -1.1727
C 0.434 -1.807 1.613 0.00 -0.09 -0.23 0.4622
O 1.061 -0.842 2.085 -0.03 -0.16 -0.02 -0.3960
C 0.556 -2.188 0.165 0.19 0.10 0.11 -0.1374
N 1.480 -1.481 -0.541 -0.50 -0.34 -0.10 0.1693
C 1.688 -1.797 -1.807 0.09 0.13 0.31 -0.2085
C 1.088 -2.902 -2.411 0.08 0.00 -0.13 -1.0847
C 0.186 -3.644 -1.697 -0.23 0.24 0.28 -0.6162
C -0.196 -3.265 -0.389 -0.03 -0.17 0.02 0.6416
H -4.001 -1.994 -3.541 0.05 -0.11 0.02 0.4318
H -3.404 -2.929 -1.310 -0.01 -0.02 -0.12 0.3940
H -2.190 -6.583 -3.142 -0.10 0.05 -0.04 0.3866
H -2.732 -5.643 -5.381 0.01 -0.03 -0.02 0.3888
H -1.779 -4.279 2.442 0.04 0.02 0.00 0.3914
H -0.458 -2.448 3.460 -0.04 -0.02 -0.07 0.3963
H 2.395 -1.176 -2.362 -0.16 -0.08 0.13 0.4167
H 1.348 -3.176 -3.428 -0.03 0.02 0.08 0.3952
H -0.218 -4.529 -2.140 -0.35 -0.34 -0.18 0.6175
Se -2.239 3.898 0.319 0.10 -0.08 -0.33 0.5437
N -2.845 4.731 1.740 0.38 -0.26 0.21 -0.9159
C -2.039 4.366 2.745 -0.06 -0.09 0.18 0.6818
C -2.142 4.809 4.084 -0.03 0.03 0.02 -0.5768
C -1.274 4.295 4.999 0.09 -0.07 0.13 -0.5829
C -0.287 3.354 4.584 0.06 -0.05 -0.25 -0.2384
N -0.139 2.917 3.359 -0.12 0.15 0.12 -0.0353
C -1.015 3.405 2.429 -0.03 -0.04 -0.10 -0.0400
N -0.956 3.010 1.149 -1.12 1.19 0.74 -0.0574
H -2.909 5.522 4.361 0.00 0.00 -0.05 0.4378
H -1.331 4.584 6.044 0.06 -0.04 -0.13 0.3420
H 0.414 2.957 5.321 -0.13 0.06 -0.10 0.3956